(1)
Entry from OMol25: a single C20H26N4O4S molecule (the ωB97M-V functional and the def2-TZVPD basis).

Geometry as XYZ:
```
55
Properties=species:S:1:pos:R:3:forces:R:3:mulliken_charge:R:1
C 3.21061 -1.18222 -4.60310 0.0 0.1 -0.2 -0.9462
O 2.95257 -2.01153 -3.49853 -0.2 -0.1 0.5 -0.4787
C 2.24899 -1.49738 -2.43632 0.1 -0.1 -0.1 1.4736
C 1.75522 -0.19934 -2.41145 0.0 0.0 -0.1 -0.8171
C 1.03765 0.29103 -1.33478 0.0 -0.1 0.0 -0.6197
C 0.79472 -0.51309 -0.23350 0.1 -0.2 0.0 0.3462
C -0.04048 -0.06363 0.95159 0.0 0.1 0.0 -0.5174
C 0.26276 1.34065 1.38349 0.3 0.2 0.5 -0.6836
S -0.29341 2.81262 0.58049 -0.1 0.0 0.0 -0.1633
C 0.51743 3.77496 1.74068 0.4 -0.2 0.5 0.7627
N 0.71925 5.04360 2.02617 -0.3 0.2 -0.5 -0.7626
C 1.49115 4.98890 3.13807 -0.1 -0.4 -0.1 0.5490
C 1.97502 6.20267 3.83129 0.0 0.0 0.1 -0.9971
N 1.77546 3.76299 3.55141 0.6 -0.2 0.8 -1.7282
N 1.15038 2.98870 2.65400 -0.5 1.1 -0.7 0.8980
C 1.01528 1.64022 2.47127 -0.3 -0.6 -0.5 0.3044
O 1.59808 0.77569 3.32119 0.0 0.2 0.0 -0.5047
N -1.47981 -0.26970 0.77537 0.1 0.0 0.2 0.2836
C -2.02225 0.18252 -0.49243 -0.4 -0.1 0.1 -0.5048
C -3.55208 0.11658 -0.42340 0.2 0.5 -0.3 0.3442
C -4.19253 0.56557 -1.72859 0.1 -0.2 0.4 -1.6520
O -3.97189 -1.20720 -0.16360 -0.1 -0.1 -0.1 -0.4177
C -3.42696 -1.69704 1.04354 0.2 -0.4 0.4 0.5063
C -3.93235 -3.11907 1.24167 0.1 0.5 -0.1 -1.6423
C -1.89433 -1.64155 1.00494 -0.4 0.1 0.0 -0.8015
C 1.29400 -1.80644 -0.24715 0.1 0.1 -0.3 -0.3650
C 2.01527 -2.32168 -1.31960 0.0 0.0 0.1 0.1280
O 2.40873 -3.61446 -1.14289 -0.2 0.3 0.1 -0.4676
C 3.25828 -4.26077 -2.06355 0.3 -0.3 -0.2 -0.7897
H 3.78449 -1.79581 -5.29644 0.0 0.1 0.0 0.2561
H 3.80321 -0.30562 -4.32201 0.0 0.0 0.0 0.3517
H 2.28576 -0.85718 -5.09062 0.0 0.0 0.0 0.3467
H 1.92421 0.45452 -3.25157 0.0 0.0 -0.1 0.3985
H 0.67540 1.30596 -1.37097 0.0 0.1 0.0 0.3689
H 0.25051 -0.67860 1.81233 0.0 0.1 -0.1 0.8513
H 2.58168 5.91496 4.68442 0.0 0.1 0.1 0.3130
H 2.56248 6.80780 3.14408 0.1 0.1 0.0 0.2575
H 1.12698 6.79820 4.16282 0.0 0.1 0.1 0.2536
H 2.05941 1.28610 4.00248 0.0 0.0 0.0 0.3746
H -1.71801 1.21304 -0.67333 -0.1 0.0 -0.1 0.2742
H -1.67780 -0.44440 -1.33248 0.0 0.1 0.0 0.2378
H -3.88422 0.76550 0.40596 0.1 -0.1 -0.1 0.3155
H -3.93055 1.59868 -1.93759 0.0 0.1 -0.1 0.4032
H -3.84776 -0.06588 -2.54293 0.0 -0.1 -0.1 0.3924
H -5.27234 0.47508 -1.65545 -0.1 0.0 0.0 0.3975
H -3.76784 -1.05322 1.87379 0.1 -0.1 -0.1 0.2959
H -5.01839 -3.12350 1.23851 -0.1 0.0 0.0 0.3908
H -3.57340 -3.51779 2.18612 0.0 -0.1 0.1 0.4005
H -3.58250 -3.74914 0.42848 0.0 -0.1 -0.1 0.3915
H -1.50059 -1.97801 1.96606 0.0 0.0 0.0 0.4183
H -1.53247 -2.31721 0.21132 0.0 -0.1 0.0 0.2448
H 1.14016 -2.46459 0.59415 0.0 -0.1 0.1 0.4867
H 2.78393 -4.38122 -3.03944 0.1 0.0 0.1 0.2564
H 4.20331 -3.72715 -2.18485 -0.1 -0.1 0.0 0.2961
H 3.44957 -5.24214 -1.62911 0.0 0.1 0.0 0.2895
```
Positions in Å, forces in eV/Å.

## Properties
**Frontier orbital gap**: 0.3190 Eh
**SMILES string**: COc1ccc([C@@H](c2sc3nc(C)nn3c2O)N2C[C@@H](C)O[C@@H](C)C2)cc1OC

(2)
Entry from OMol25: 2 unconnected molecules or ions with the total composition C5H8O (the ωB97M-V functional and the def2-TZVPD basis).

Geometry as XYZ:
```
14
Properties=species:S:1:pos:R:3:forces:R:3:mulliken_charge:R:1
C 1.41824 -0.10269 0.78178 -0.1 -0.1 0.0 -0.8495
C 0.29566 -0.66741 0.37320 0.1 0.1 0.1 0.2475
C -0.41672 -1.50072 -0.60277 0.1 -0.1 -0.2 -0.4243
C -1.13604 -0.87385 0.59390 -0.1 0.1 0.2 -0.4042
H 2.35146 -0.21933 0.23553 -0.1 0.0 0.1 0.2785
H 1.43828 0.50972 1.68078 0.0 -0.1 -0.1 0.3151
H -0.64196 -1.09146 -1.58655 0.1 0.0 0.2 0.1834
H -0.22645 -2.57147 -0.60217 -0.1 0.1 0.1 0.2388
H -1.44718 -1.51735 1.41366 0.1 0.1 -0.2 0.2264
H -1.80495 -0.03795 0.39039 0.1 -0.1 0.0 0.2128
C 0.04613 2.01722 -0.66978 -0.2 0.1 0.1 -0.1170
O -1.01356 2.32682 -0.18556 0.4 -0.1 -0.2 -0.4256
H 1.01371 2.35691 -0.25470 -0.2 0.1 0.0 0.2770
H 0.12336 1.37154 -1.56772 -0.1 0.1 0.1 0.2412
```
Positions in Å, forces in eV/Å.

## Properties
**Frontier orbital gap**: 0.4002 Eh
**SMILES string**: C=C1CC1.C=O

(3)
Entry from OMol25: 2 unconnected molecules or ions with the total composition C3H6INO3 (the ωB97M-V functional and the def2-TZVPD basis).

Geometry as XYZ:
```
14
Properties=species:S:1:pos:R:3:forces:R:3:mulliken_charge:R:1
N -0.26354 -0.04527 -1.76185 1.1 0.2 3.6 -0.5821
C -1.05617 -0.59965 -0.68293 -1.0 1.5 -1.0 -0.2082
I -2.98567 0.40000 -0.32138 0.8 -0.5 -0.2 -0.0741
C -0.65060 -1.44880 0.26024 -1.6 0.3 0.6 0.6402
O -1.41855 -1.79333 1.37830 0.7 1.0 -1.8 -0.4960
O 0.51745 -2.05139 0.25804 0.9 -1.4 1.6 -0.5272
H -0.74526 0.07386 -2.61899 -0.5 0.2 -0.5 0.2818
H 0.20083 0.83125 -1.35198 -1.0 -1.6 -1.5 0.3646
H -0.97582 -2.50100 1.84223 0.4 -0.4 0.1 0.3283
H 1.04622 -1.94882 -0.51694 0.2 0.6 -1.2 0.3400
C 1.59726 2.27266 0.95802 -0.9 2.2 -0.3 -0.1810
O 1.21107 1.63132 0.04141 -0.9 -1.2 -1.4 -0.3914
H 2.54508 1.92917 1.34713 0.5 0.6 1.3 0.2712
H 0.97771 3.24999 1.16869 1.5 -1.4 0.6 0.2338
```
Positions in Å, forces in eV/Å.

## Properties
**Frontier orbital gap**: 0.3126 Eh
**SMILES string**: NC(I)=C(O)O.C=O